# 1
# C27H69O19S6

A 8-piece molecular cluster, C27H69O19S6 overall in a non-equilibrium geometry (ωB97M-V/def2-TZVPD, OMol25).

As for the total charge: -1. The calculation puts the total energy at -4888.6774 Ha. Its spin multiplicity is 1. Its strongest force on any atom is 0.053 hartree/bohr. For the molar mass, the calculation gives 890.23 g mol⁻¹. The calculation puts the LUMO energy at 1.8 eV.

The geometry in XYZ format:
```
121
Properties=species:S:1:pos:R:3:mulliken_charge:R:1
C -7.54316 -0.67332 2.74687 -0.204
C -0.31876 -1.03386 -0.42692 1.495
H 6.09802 -3.35397 -0.87006 0.462
H 1.63009 -1.95176 0.13630 0.161
C -5.43095 -2.01468 -5.16951 -1.269
C -0.19594 3.75134 -0.03357 0.583
H -7.85183 -0.09788 3.62879 0.255
H -6.02590 -2.18599 2.35801 0.343
O 3.13175 -1.29909 -2.59550 -0.311
C -5.21389 -0.73546 3.73756 -0.767
H -2.59933 0.08955 3.20011 0.161
H -2.70116 -3.53142 -5.18210 0.084
C -0.09613 5.87563 -2.31178 -0.899
H 2.96741 0.15611 2.86910 -0.025
O 2.51521 2.79236 3.78358 -0.405
H 6.60874 3.81398 0.61831 0.281
C 6.61548 -1.89833 0.66173 -1.328
O 0.15032 -4.04826 -3.31085 -0.270
O -1.29980 4.03861 -0.97650 -0.408
H -1.22420 -3.59208 -6.12092 0.345
H 4.42932 1.53842 0.76371 0.346
H 0.83072 -2.70575 -1.22110 -0.604
C 5.63552 -2.69243 -0.13498 -0.348
H 0.70850 5.81559 -1.58991 0.182
S 3.39636 2.66011 4.89549 1.246
C -0.36100 -5.04113 -2.39819 -0.134
H -5.67739 -0.04790 -4.28505 0.338
H 0.33449 2.81572 -0.27731 0.135
H 3.21360 -4.02240 -3.03758 0.406
H 4.49850 3.09833 1.65655 0.370
H 4.53175 -4.42523 -1.89086 0.456
C -6.36854 -1.52744 3.16583 -0.613
O 0.04223 3.34763 -2.88273 -0.493
H 1.33932 0.70829 4.76174 0.385
H 5.36730 5.12463 0.49272 0.384
O -3.71470 1.81981 -4.76071 -0.710
O 3.20703 2.56026 -1.58180 -0.569
O -0.14783 -1.92637 -4.48313 -0.616
C 3.92237 2.46900 0.98307 -0.727
C -0.62834 -0.42331 0.93768 -0.673
H -1.14732 4.67037 1.62460 0.419
H -7.22952 0.04012 1.98377 0.305
H -4.99362 -0.04547 -5.87842 0.304
C -1.67447 -3.89190 -5.18109 -0.984
H -6.67178 -2.27212 3.91982 0.277
H 0.15649 -2.97422 0.39068 0.314
H -1.27977 -5.50372 -2.78286 0.530
H 7.78172 4.70446 -1.27722 0.308
H 7.39100 6.07030 -0.29773 0.387
H -2.91961 1.87137 -2.03534 0.083
H 2.91925 2.30269 1.36260 0.123
C 3.69693 -3.76822 -2.09503 -0.934
H 0.24463 6.15172 -3.30656 0.385
O 0.12683 -0.15772 -1.29009 -0.727
H 5.09909 -3.43079 0.48254 0.361
H -4.39146 0.82929 -2.08359 0.404
O -2.06042 4.52378 -3.27361 -0.607
C -0.79593 3.67182 1.34731 -1.311
C -8.75935 -1.45556 2.30814 -1.293
H -1.24994 -1.47191 -0.86479 -0.556
C 2.80664 -0.51857 3.70643 -0.770
H 6.40081 5.76038 -1.72657 0.312
C -3.91555 -1.52331 3.80015 -0.292
H -3.73055 -2.09986 2.89476 0.390
H 1.20161 -6.35357 -3.07051 0.277
O 5.28653 3.57475 -0.90605 -0.302
C 0.70118 -6.09181 -2.13592 -1.263
H -0.85464 6.59862 -2.01663 0.322
O -3.68118 -0.62382 -4.36930 -0.003
H 2.13220 -1.32597 3.44535 0.426
H -4.83247 -2.54284 -5.90665 0.247
H 3.04548 4.31897 6.50321 0.364
H 3.79121 -0.95459 3.89872 0.366
H 2.23737 -0.44727 5.74431 0.328
H -6.47371 -1.98217 -5.50070 0.404
H -2.84022 -0.02436 4.91313 0.444
C 0.65282 -2.21680 -0.25680 -0.504
H 2.90128 -3.80349 -1.35100 0.062
S -0.89205 4.30239 -2.49853 1.185
H -5.44026 -2.57525 -4.23199 0.314
H 0.26304 0.08520 1.33433 -0.141
H 1.42597 -5.74266 -1.41004 0.183
O -1.81669 -2.72800 -2.84690 -0.660
C 2.56620 3.36325 6.32850 -1.102
S -2.99152 0.80062 -4.05466 0.882
H 6.17455 -1.31141 1.46011 0.227
H 7.26929 -2.64339 1.13178 0.394
H -9.68719 -0.87382 2.33005 0.365
O 3.38644 1.13692 5.32408 -0.399
S 3.73009 3.35636 -0.54820 1.230
H -0.88843 -1.19938 1.67943 0.186
O 3.13081 4.63065 -0.23934 -0.687
O 4.64993 -1.82567 -0.68741 -0.153
H -4.99711 0.14157 3.10543 0.351
O -1.62012 0.69336 -4.19565 -0.387
H -5.43593 -0.26607 4.70184 0.282
S -0.87195 -2.95901 -3.88563 1.526
C 6.03082 4.45321 -0.04941 -0.172
H 1.54248 3.47894 5.98750 0.323
H -0.63133 -4.55559 -1.45596 0.169
O 5.44087 -2.05719 -2.95795 -0.698
H -8.99483 -2.30270 2.96360 0.332
C 6.93382 5.28394 -0.90995 -1.347
S 4.21850 -2.07821 -2.21565 1.088
H -1.81705 -1.23667 4.01432 0.357
H -4.00524 -2.19989 4.65758 0.244
H 0.53434 4.56434 -0.07569 0.085
C 2.30798 0.23197 4.88888 -0.391
C -2.72086 -0.63182 4.01187 -1.207
H -1.61186 -4.95167 -4.96561 0.395
O 4.72122 3.15940 4.86227 -0.656
H -1.60738 2.95515 1.41561 0.296
H 7.22250 -1.31375 -0.02605 0.311
C -4.98720 -0.60003 -4.93380 -0.248
H 2.65427 2.67447 7.15697 0.352
C -3.33557 0.90928 -2.33051 -0.252
H -8.68205 -1.86167 1.29554 0.306
H -0.01840 3.36513 2.04893 0.112
H 0.17842 -6.98792 -1.79906 0.436
H -1.40969 0.33474 0.87452 0.063
H -2.76556 0.12499 -1.83030 -0.134
```

***

# 2
# C3H4ClNS

C3H4ClNS as an isolated structure in a non-equilibrium geometry (ωB97M-V/def2-TZVPD, OMol25).

The calculation puts the energy above the lowest of the compared OMol25 structures with the same formula, charge and spin at 5.220 eV. As for the total charge: 0. The calculation puts the total energy at -1029.6382 Ha. Its spin multiplicity is 1. Its strongest force on any atom is 0.043 hartree/bohr. For the molar mass, the calculation gives 121.59 g mol⁻¹. The calculation puts the LUMO energy (alpha / beta) at -0.7 / -0.5 eV.

The geometry in XYZ format:
```
10
Properties=species:S:1:pos:R:3:mulliken_charge:R:1
Cl -2.42370 -1.05154 -0.24142 -0.137
H -1.65348 0.85051 0.85433 0.527
N 0.90350 -1.19446 -0.56073 -0.351
C 0.13456 -0.11292 0.11013 0.103
H 1.62170 1.63546 0.71500 0.386
H 0.91671 -2.09788 -0.14792 0.285
C -1.27393 0.07156 0.22521 -0.875
C 1.19457 0.71847 0.34363 0.059
H -1.81496 1.61147 -1.08303 0.033
S 2.39503 -0.43066 -0.21520 -0.030
```

***

# 3
# C28H25CeF5NO

C28H25CeF5NO as an isolated structure in a non-equilibrium geometry (ωB97M-V/def2-TZVPD, OMol25).

As for the total charge: 0. The calculation puts the total energy at -2186.2487 Ha. Its spin multiplicity is 2. Its strongest force on any atom is 0.106 hartree/bohr. The expectation value of S² is 0.751. For the molar mass, the calculation gives 626.62 g mol⁻¹. The calculation puts the LUMO energy (alpha / beta) at -0.6 / -0.6 eV.

The geometry in XYZ format:
```
61
Properties=species:S:1:pos:R:3:mulliken_charge:R:1
H -0.17522 2.88044 2.80852 0.561
H -4.89600 -2.91564 1.76385 0.369
H -2.02573 -0.80166 1.34517 0.361
H -0.47203 -1.46374 3.46683 0.469
H 1.55378 1.87543 -3.84117 0.346
H 0.65169 0.82447 4.43081 0.485
C -1.26225 -3.79785 0.61145 0.703
H 1.57243 -0.48205 -4.10465 0.338
C -0.40901 1.20618 -2.96735 0.076
H 0.21992 -5.07430 -0.38509 0.412
H 0.90088 -3.94229 0.85095 0.344
C 0.31987 -0.59273 -1.61063 -0.948
C -3.54319 -3.11684 0.08927 -0.647
C 0.52214 -0.78920 -4.21330 -1.899
C 0.72270 2.05839 -3.15550 -1.378
H -2.29781 -0.51459 -3.98771 0.466
F 1.09044 4.80966 1.11845 -0.355
H -4.28384 -2.83601 -0.66320 0.424
C 0.13333 -4.07208 0.07016 -1.178
H -2.03066 -3.57572 -1.38869 0.339
H -2.33757 -0.77536 -2.20910 0.153
O 0.90468 -1.49849 0.45887 -0.455
Ce 1.16916 0.34536 1.36187 0.783
C -2.25073 -3.48003 -0.31831 -0.158
C -1.61633 -3.82485 1.97595 -0.363
C -1.35426 1.92398 -2.15777 -1.144
F 3.00107 6.17281 2.46919 -0.302
C 2.18746 4.13324 1.55209 0.069
H 0.48158 -1.88366 -4.32639 0.424
C -3.88439 -3.16037 1.44265 -0.463
H 0.14813 -0.35680 -5.16196 0.417
H 1.30575 3.96394 -2.09990 0.487
H -1.08117 3.74492 -0.88412 0.498
N 0.47788 -3.10010 -1.05274 0.003
F 5.74418 2.26560 2.56174 -0.308
C -0.40912 1.82067 2.68970 -0.304
C 0.59236 -1.81603 -0.79415 0.433
H 1.30189 -0.07152 -1.65933 0.466
C -0.00709 0.74108 3.56089 -1.193
C -0.68868 3.05898 -1.63585 -0.471
H 0.60253 -3.49223 -1.99249 0.316
C 4.60044 2.90960 2.24708 -0.120
H -0.88262 -4.16018 2.71850 0.432
C -1.74749 -0.94045 -3.12724 -1.734
C 3.19639 4.86507 2.19867 0.149
H -1.67976 -2.02482 -3.30457 0.354
C 3.56113 2.21890 1.61590 0.469
C 0.58709 3.15972 -2.27759 -0.619
F 3.77713 0.86368 1.28158 -0.378
H -0.30971 0.02894 -0.92530 0.095
C 2.31875 2.76626 1.36166 0.016
H -2.39351 1.62957 -1.97426 0.371
H -1.70850 1.83617 0.83528 0.529
H -3.16359 -3.52733 3.44782 0.392
C -1.20387 1.27334 1.63117 -0.754
C -0.57827 -0.46195 3.04332 -0.273
C -1.33737 -0.13666 1.87507 0.206
C -2.91213 -3.49180 2.38986 -0.535
C 4.37473 4.23953 2.60786 0.531
C -0.35177 -0.32686 -3.04182 2.995
F 5.27417 4.88826 3.37798 -0.303
```

***

# 4
# C5H10N2

One molecule with the formula C5H10N2 in a non-equilibrium geometry (ωB97M-V/def2-TZVPD, OMol25).

The calculation puts the energy above the lowest of the compared OMol25 structures with the same formula, charge and spin at 1.448 eV. As for the total charge: 0. The calculation puts the total energy at -305.9706 Ha. Its spin multiplicity is 1. As for the SMILES: C=N/C=C/CCN. Its strongest force on any atom is 0.025 hartree/bohr. For the molar mass, the calculation gives 98.15 g mol⁻¹. The calculation puts the LUMO energy at 0.9 eV.

The geometry in XYZ format:
```
17
Properties=species:S:1:pos:R:3:mulliken_charge:R:1
C 0.13782 0.73460 -1.03791 -0.333
H -0.73589 0.83626 -1.67542 0.292
C -0.88037 -1.23503 0.09166 -0.653
N 1.14179 1.69783 -1.19490 -0.391
H 0.26972 2.36151 -2.93150 0.184
H -0.65401 -2.22714 -0.30150 0.313
H 1.08297 -0.30714 0.51107 0.325
H 0.17793 -0.78044 2.91697 0.269
C 1.08589 2.45602 -2.19776 -0.222
H -1.76835 -0.89519 -0.44942 0.279
H -1.87090 -2.28914 1.60946 0.247
H 1.82759 3.22060 -2.37696 0.271
H 0.65834 -2.06008 2.00370 0.243
H -1.89230 -0.59308 1.95068 0.373
C 0.22098 -0.24082 -0.14150 -0.041
C -1.25506 -1.38771 1.57503 -0.542
N -0.13414 -1.64248 2.47747 -0.614
```